No. 1
Below is the molecule C13H17N3O, with properties calculated with ωB97M-V/def2-TZVPD.

Results
**E_LUMO**: 0.84 eV
**ΔE to the lowest compared entry with this formula, charge and spin**: 0.0969 eV
**HOMO**: -8.4 eV
**Kohn-Sham gap**: 9.23 eV
**SMILES**: CCC(=O)N[C@H](C)c1nc2ccccc2n1C

Each line ends with the natural charge from an NBO analysis.
Cartesian coordinates (Å):
1 C -4.72179 -1.03878 -1.12728  -0.60
2 C -3.36339 -0.44151 -1.47909  -0.49
3 C -2.51043 -0.26885 -0.23379  0.69
4 O -2.50170 -1.07059 0.68103  -0.65
5 N -1.76106 0.85381 -0.21690  -0.60
6 C -0.83109 1.16537 0.85951  -0.10
7 C -0.84744 2.66508 1.13428  -0.60
8 C 0.54677 0.71773 0.47481  0.39
9 N 1.32508 1.41161 -0.31021  -0.48
10 C 2.47006 0.67327 -0.44659  0.07
11 C 3.63442 0.93671 -1.15958  -0.19
12 C 4.64258 -0.00128 -1.10566  -0.23
13 C 4.50998 -1.17815 -0.36493  -0.21
14 C 3.36345 -1.45966 0.34909  -0.27
15 C 2.34266 -0.52236 0.29990  0.17
16 N 1.09455 -0.47112 0.87018  -0.36
17 C 0.50822 -1.47416 1.71739  -0.43
18 H -5.30452 -0.33339 -0.53938  0.21
19 H -5.27716 -1.28576 -2.02852  0.21
20 H -4.58155 -1.94054 -0.53718  0.23
21 H -3.48205 0.51346 -1.99306  0.20
22 H -2.82645 -1.12385 -2.14397  0.23
23 H -1.69341 1.43586 -1.03685  0.40
24 H -1.17804 0.60798 1.73505  0.24
25 H -1.86374 3.00010 1.32606  0.21
26 H -0.23085 2.88895 1.99998  0.22
27 H -0.43982 3.19508 0.27779  0.23
28 H 3.73338 1.84741 -1.72819  0.22
29 H 5.56156 0.17292 -1.64583  0.21
30 H 5.32804 -1.88318 -0.34986  0.21
31 H 3.27311 -2.37047 0.92242  0.21
32 H -0.56082 -1.56209 1.51685  0.26
33 H 0.65849 -1.22785 2.77227  0.20
34 H 0.98293 -2.43175 1.51028  0.21



No. 2
Below is the molecule C13H17N3O2, with properties calculated with ωB97M-V/def2-TZVPD.

Results
**E_LUMO**: 0.79 eV
**ΔE to the lowest compared entry with this formula, charge and spin**: 3.3302 eV
**HOMO**: -6.2 eV
**Kohn-Sham gap**: 7.03 eV
**SMILES**: COC1=CC2=C(C[C@H]1OC)NC=C1N=CCN1C2

Each line ends with the natural charge from an NBO analysis.
Cartesian coordinates (Å):
1 C -0.42823 0.01209 -4.11047  -0.25
2 O 0.10956 1.02749 -3.20413  -0.50
3 C 0.28779 0.73715 -1.88096  0.32
4 C -0.02505 -0.48116 -1.31994  -0.35
5 C 0.25246 -0.73683 0.08944  -0.10
6 C 1.15610 0.08848 0.77469  0.21
7 C 1.83873 1.19441 0.01207  -0.45
8 C 0.87872 1.80701 -1.01761  0.08
9 O 1.55958 2.86621 -1.72870  -0.53
10 C 0.72633 3.97699 -2.00892  -0.25
11 N 1.54722 -0.25699 2.05797  -0.62
12 C 0.68735 -0.57284 3.13875  -0.11
13 C -0.52175 -1.25031 2.99622  0.24
14 N -1.24940 -1.64483 4.13002  -0.37
15 C -2.23648 -2.35434 3.67162  0.08
16 C -2.24471 -2.53673 2.20079  -0.28
17 N -1.13021 -1.66152 1.84333  -0.43
18 C -0.32814 -1.98839 0.64160  -0.23
19 H 0.25424 -0.81994 -4.19233  0.18
20 H -0.58989 0.41594 -5.13680  0.20
21 H -1.37717 -0.39754 -3.75348  0.18
22 H -0.46754 -1.29949 -1.87798  0.21
23 H 2.14993 1.98490 0.70026  0.22
24 H 2.71592 0.77742 -0.44373  0.23
25 H 0.04229 2.29876 -0.50013  0.19
26 H 1.21189 4.61130 -2.74232  0.19
27 H -0.21540 3.63461 -2.42257  0.18
28 H 0.61666 4.58274 -1.10312  0.17
29 H 2.47434 0.09611 2.30598  0.39
30 H 0.93504 -0.31068 4.15518  0.22
31 H -2.95375 -2.82015 4.29884  0.19
32 H -3.17627 -2.20229 1.74407  0.21
33 H -2.00361 -3.56184 1.88344  0.20
34 H -0.95912 -2.52955 -0.07970  0.21
35 H 0.46255 -2.68621 0.87861  0.20



No. 3
Below is the molecule C13H17NO3S, with properties calculated with ωB97M-V/def2-TZVPD.

Results
**E_LUMO**: 0.77 eV
**ΔE to the lowest compared entry with this formula, charge and spin**: 0.1937 eV
**HOMO**: -7.8 eV
**Kohn-Sham gap**: 8.59 eV
**SMILES**: COC(=O)c1c(NC(C)=O)sc2c1CCCCC2

Each line ends with the natural charge from an NBO analysis.
Cartesian coordinates (Å):
1 C -4.07693 1.42134 -0.62238  -0.27
2 O -2.69443 1.13112 -0.76661  -0.51
3 C -2.04371 0.63133 0.29316  0.80
4 O -2.60631 0.42949 1.36102  -0.67
5 C -0.63257 0.35571 0.07055  -0.28
6 C 0.12397 -0.15613 1.11803  0.07
7 N -0.33559 -0.43383 2.37723  -0.63
8 C 0.47760 -0.93575 3.34900  0.69
9 C -0.21767 -1.17165 4.66304  -0.71
10 O 1.65137 -1.15835 3.13349  -0.60
11 S 1.76268 -0.43217 0.70288  0.52
12 C 1.45805 0.14987 -0.91214  -0.22
13 C 0.16781 0.52740 -1.10922  -0.01
14 C -0.29277 1.02905 -2.44372  -0.44
15 C -0.16210 -0.03948 -3.53629  -0.38
16 C 1.25425 -0.19098 -4.08914  -0.39
17 C 2.26706 -0.76741 -3.10216  -0.38
18 C 2.55892 0.15917 -1.91624  -0.44
19 H -4.38699 1.26285 0.41185  0.22
20 H -4.64036 0.76391 -1.28577  0.19
21 H -4.23429 2.46102 -0.90925  0.19
22 H -1.32906 -0.23227 2.51018  0.46
23 H -1.03295 -1.87917 4.52859  0.23
24 H -0.63013 -0.23690 5.03645  0.23
25 H 0.49217 -1.56831 5.38263  0.24
26 H -1.32941 1.34480 -2.37427  0.24
27 H 0.30870 1.89834 -2.72488  0.21
28 H -0.50777 -0.99822 -3.14467  0.20
29 H -0.81873 0.23547 -4.36527  0.20
30 H 1.21359 -0.84927 -4.96112  0.21
31 H 1.60796 0.78439 -4.43348  0.19
32 H 1.90841 -1.72751 -2.72614  0.20
33 H 3.20191 -0.94781 -3.63784  0.20
34 H 3.47797 -0.16269 -1.42377  0.22
35 H 2.71469 1.17655 -2.28853  0.21



No. 4
Below is the molecule C13H17NO4, with properties calculated with ωB97M-V/def2-TZVPD.

Results
**E_LUMO**: 0.50 eV
**ΔE to the lowest compared entry with this formula, charge and spin**: 0.5986 eV
**HOMO**: -8.9 eV
**Kohn-Sham gap**: 9.42 eV
**SMILES**: CCCCOc1ccccc1C(=O)NCC(=O)O

Each line ends with the natural charge from an NBO analysis.
Cartesian coordinates (Å):
1 C 0.33616 -3.02415 -1.47151  -0.61
2 C 1.02600 -1.89233 -2.22378  -0.39
3 C 1.04400 -0.57829 -1.44136  -0.44
4 C 1.90106 -0.63690 -0.17342  -0.08
5 O 1.28952 -1.32704 0.90393  -0.49
6 C 0.18731 -0.90337 1.55025  0.35
7 C -0.33347 -1.87944 2.41651  -0.20
8 C -1.47155 -1.66946 3.15562  -0.19
9 C -2.15289 -0.46406 3.04626  -0.25
10 C -1.66313 0.50498 2.20139  -0.16
11 C -0.49364 0.32070 1.45164  -0.26
12 C -0.05395 1.50399 0.67091  0.70
13 O 1.05963 2.01780 0.75557  -0.66
14 N -1.00959 2.04095 -0.11817  -0.60
15 C -0.84306 3.31662 -0.79105  -0.34
16 C 0.10411 3.22715 -2.00775  0.78
17 O -0.26638 3.46076 -3.12266  -0.57
18 O 1.34439 2.88715 -1.71012  -0.69
19 H -0.69031 -2.75326 -1.22968  0.20
20 H 0.85861 -3.24551 -0.54513  0.21
21 H 0.31759 -3.92502 -2.08059  0.21
22 H 2.05226 -2.18256 -2.45816  0.19
23 H 0.50720 -1.72064 -3.16975  0.20
24 H 1.44349 0.21189 -2.07946  0.23
25 H 0.01766 -0.31168 -1.17803  0.20
26 H 2.80548 -1.21982 -0.36914  0.19
27 H 2.20377 0.36546 0.14114  0.21
28 H 0.20584 -2.81154 2.47893  0.22
29 H -1.83538 -2.44254 3.81489  0.22
30 H -3.04916 -0.28396 3.61857  0.22
31 H -2.17071 1.45730 2.13608  0.21
32 H -1.89004 1.56364 -0.22279  0.42
33 H -1.81557 3.67347 -1.12749  0.24
34 H -0.41064 4.03587 -0.08413  0.22
35 H 1.44537 2.68387 -0.73752  0.51



No. 5
Below is the molecule C13H17NSe, with properties calculated with ωB97M-V/def2-TZVPD.

Results
**E_LUMO**: 0.29 eV
**ΔE to the lowest compared entry with this formula, charge and spin**: 0.0000 eV
**HOMO**: -8.6 eV
**Kohn-Sham gap**: 8.88 eV
**SMILES**: CCCC[Se][C@@](C)(C#N)c1ccccc1

Each line ends with the natural charge from an NBO analysis.
Cartesian coordinates (Å):
1 C -3.67887 -0.22082 0.89824  -0.60
2 C -3.05370 -0.38934 -0.52279  -0.41
3 C -1.89467 -1.31478 -0.41652  -0.42
4 C -0.72142 -1.04906 -1.39427  -0.54
5 Se 0.96615 -2.16112 -1.05523  0.25
6 C 1.86591 -1.03796 0.50149  -0.23
7 C 1.24488 -1.56385 1.70945  -0.62
8 C 3.23482 -1.37008 0.37562  0.26
9 N 4.30167 -1.75339 0.15661  -0.28
10 C 1.60322 0.38180 0.05550  -0.07
11 C 2.19124 0.78017 -1.14144  -0.15
12 C 2.15900 2.08501 -1.54912  -0.21
13 C 1.61925 3.07869 -0.68879  -0.21
14 C 1.09452 2.66144 0.54335  -0.20
15 C 1.01190 1.30200 0.87512  -0.23
16 H -3.04770 0.53037 1.40890  0.20
17 H -3.51154 -1.23860 1.39042  0.21
18 H -4.70427 0.12445 0.83564  0.22
19 H -3.79783 -0.81828 -1.24968  0.20
20 H -2.83119 0.50067 -1.09398  0.20
21 H -2.29013 -2.40113 -0.43222  0.21
22 H -1.46330 -1.29041 0.52714  0.19
23 H -0.97849 -1.10492 -2.49422  0.23
24 H -0.51123 0.02957 -1.26551  0.22
25 H 0.11275 -1.32747 1.88549  0.23
26 H 1.35862 -2.64355 1.87092  0.25
27 H 1.74766 -1.04148 2.49691  0.22
28 H 2.73684 0.08556 -1.77127  0.23
29 H 2.66384 2.46801 -2.50479  0.22
30 H 1.61919 4.08051 -0.98433  0.21
31 H 0.56029 3.41107 1.21011  0.22
32 H 0.39256 1.20695 1.82327  0.23



No. 6
Below is a structure of composition C13H18CeF5I2OP2S, with properties calculated with ωB97M-V/def2-TZVPD.

Results
**Net charge**: +2
**E_LUMO (alpha / beta)**: -8.61 / -8.72 eV
**ΔE to the lowest compared entry with this formula, charge and spin**: 7.9561 eV
**HOMO (alpha / beta)**: -14.4 / -15.4 eV
**Kohn-Sham gap (alpha / beta)**: 5.82 / 6.63 eV
**Expectation value of S²**: 0.76
**Spin multiplicity**: 2

Each line ends with the Mulliken spin population.
Cartesian coordinates (Å):
1 I 0.64007 1.13805 -2.50429  0.01
2 I -0.43418 -1.15644 2.64104  0.43
3 Ce -0.12942 -0.18283 -0.21420  0.19
4 P -1.47136 2.01144 0.50192  -0.01
5 C -0.40233 3.34126 1.25612  -0.01
6 C -2.21780 2.64556 -0.91446  0.00
7 H -2.95138 3.35284 -0.52855  0.00
8 H -3.36705 2.43913 1.72323  0.00
9 H -2.70077 1.82636 -1.44898  0.00
10 H -3.23210 0.67887 1.36625  0.00
11 H 0.38746 3.62401 0.56298  0.00
12 H -1.48722 3.13106 -1.55922  0.00
13 C -2.69559 1.57647 1.70798  0.00
14 H -1.06596 4.13881 1.49201  0.01
15 H -2.29804 1.38439 2.71434  0.00
16 H 0.08532 3.00223 2.22442  0.00
17 P 1.00410 -2.17693 -0.72557  -0.02
18 C 2.75169 -2.20695 -0.43049  0.00
19 C 0.24920 -3.55157 0.12026  0.01
20 H -0.34064 -2.27736 -2.71961  0.00
21 H 0.96727 -3.50660 -2.64460  0.00
22 H 1.33417 -1.79691 -3.07677  0.00
23 C 0.71370 -2.46395 -2.46655  0.00
24 H -0.84857 -3.47711 0.07852  0.00
25 H 0.58710 -4.44742 -0.39837  0.00
26 H 3.12266 -3.17383 -0.77097  0.00
27 H 2.96502 -2.07706 0.64080  0.00
28 H 0.54976 -3.57063 1.17607  0.00
29 H 3.24924 -1.39719 -0.98309  0.00
30 C 1.63428 0.72966 0.54151  0.01
31 O 2.68541 1.21415 0.96676  0.14
32 F 4.90257 1.67241 5.71973  0.00
33 C 3.83007 1.52763 4.94225  0.00
34 C 3.57859 0.30684 4.28392  0.01
35 F 4.44806 -0.70533 4.46873  0.00
36 C 2.47398 0.21125 3.43662  0.01
37 F 2.45989 -1.00540 2.76637  0.00
38 C 1.62758 1.24779 3.24270  0.01
39 S 0.29609 1.18352 1.87012  0.23
40 C 1.85374 2.43076 3.87151  -0.01
41 F 1.12888 3.61357 3.77490  0.00
42 C 2.95232 2.58734 4.73240  0.00
43 F 3.20797 3.76094 5.32802  0.00